(1)
{"formula": "C3H7N3O", "method": "ωB97M-V/def2-TZVPD", "species": ["C", "C", "N", "N", "H", "H", "H", "H", "H", "H", "N", "C", "O", "H"], "positions_angstrom": [[0.751, -1.689, -0.299], [1.054, -0.391, 0.367], [0.527, 0.754, 0.037], [-0.027, 0.931, -1.216], [1.231, -2.503, 0.239], [1.111, -1.742, -1.331], [-0.330, -1.827, -0.326], [1.984, -0.315, 0.911], [-0.770, 0.325, -1.552], [0.241, 1.789, -1.679], [-2.016, 1.347, 0.768], [-1.136, 1.051, 1.570], [-0.878, 0.630, 2.676], [-1.741, 1.639, -0.164]], "lumo_energy_ev": 0.2, "smiles": "C/C=N\\N.N=C=O"}

(2)
{"formula": "C3H7N3O", "method": "ωB97M-V/def2-TZVPD", "species": ["C", "N", "C", "N", "C", "N", "O", "H", "H", "H", "H", "H", "H", "H"], "positions_angstrom": [[0.739, -1.384, -0.990], [-0.233, -0.676, -0.176], [0.204, 0.250, 0.713], [1.458, 0.263, 1.289], [-0.688, 1.298, 0.558], [-1.304, 0.990, -0.623], [-2.643, 0.646, -0.462], [1.164, -2.221, -0.422], [0.207, -1.819, -1.837], [1.560, -0.753, -1.346], [1.773, -0.614, 1.675], [1.677, 1.063, 1.861], [-0.883, 2.206, 1.103], [-3.032, 0.752, -1.342]], "lumo_energy_ev": 0.3, "smiles": "C/N=C(N)/C=N/O"}

(3)
{"formula": "C3H7N3O", "method": "ωB97M-V/def2-TZVPD", "species": ["C", "N", "C", "O", "N", "C", "N", "H", "H", "H", "H", "H", "H", "H"], "positions_angstrom": [[2.212, -0.670, 0.388], [1.561, 0.685, 0.150], [0.194, 0.872, -0.459], [-0.032, 1.831, -1.154], [-0.641, -0.128, -0.115], [-1.966, -0.185, -0.551], [-2.702, -1.150, -0.196], [2.056, -1.221, -0.548], [1.617, -1.139, 1.187], [2.169, 1.250, -0.448], [1.558, 1.172, 1.050], [-0.236, -0.923, 0.377], [-2.233, 0.661, -1.188], [-3.632, -1.047, -0.597]], "lumo_energy_ev": 0.4}

(4)
{"formula": "C3H7N3O", "method": "ωB97M-V/def2-TZVPD", "species": ["C", "C", "N", "C", "O", "N", "N", "H", "H", "H", "H", "H", "H", "H"], "positions_angstrom": [[1.119, -0.010, 0.622], [-1.028, -0.608, -0.329], [1.762, -0.723, -0.369], [-1.373, -1.138, -1.474], [-0.349, 2.196, 1.613], [-1.227, 1.291, 0.916], [-0.549, 0.453, 0.245], [-0.972, 2.730, 2.120], [1.814, -0.242, -1.261], [1.439, -1.677, -0.484], [1.037, -0.543, 1.569], [1.528, 0.988, 0.746], [-1.693, -2.169, -1.532], [-1.509, -0.549, -2.381]], "lumo_energy_ev": [0.6, 0.6]}

(5)
{"formula": "C3H7N3O", "method": "ωB97M-V/def2-TZVPD", "species": ["H", "N", "C", "N", "C", "O", "N", "C", "H", "H", "H", "H", "H", "H"], "positions_angstrom": [[-4.021, -0.685, -0.509], [-3.268, -0.559, 0.163], [-2.226, -0.135, -0.426], [-1.076, 0.110, 0.304], [0.160, 0.302, -0.310], [0.287, 0.353, -1.520], [1.198, 0.421, 0.577], [2.541, 0.049, 0.180], [-2.098, 0.071, -1.490], [-1.123, -0.173, 1.274], [0.984, 0.408, 1.562], [2.533, -0.102, -0.900], [2.840, -0.886, 0.669], [3.270, 0.827, 0.424]], "lumo_energy_ev": 0.8, "smiles": "[H]/N=C/NC(=O)NC"}

(6)
{"formula": "C3H7N3O", "method": "ωB97M-V/def2-TZVPD", "species": ["C", "C", "C", "N", "N", "N", "O", "H", "H", "H", "H", "H", "H", "H"], "positions_angstrom": [[0.157, -0.297, -1.541], [0.171, -1.743, 0.526], [-0.541, 1.471, 1.025], [0.276, 1.112, -1.521], [0.020, -0.517, -0.201], [0.463, 0.761, 0.299], [0.102, -1.050, -2.473], [-0.334, -1.679, 1.490], [-0.302, -2.523, -0.069], [1.224, -2.003, 0.685], [-0.708, 0.943, 1.968], [-0.149, 2.465, 1.234], [-1.498, 1.549, 0.500], [1.118, 1.508, -1.921]], "lumo_energy_ev": 0.2}

(7)
{"formula": "C3H7N3O", "method": "ωB97M-V/def2-TZVPD", "species": ["H", "N", "C", "N", "C", "C", "N", "O", "H", "H", "H", "H", "H", "H"], "positions_angstrom": [[-0.163, -2.090, 0.788], [0.473, -1.431, 0.334], [-0.184, -0.400, -0.008], [0.437, 0.776, -0.477], [1.628, 0.664, -0.911], [-1.683, -0.317, 0.237], [-2.266, 0.810, -0.219], [-2.258, -1.241, 0.788], [2.099, -0.303, -1.108], [2.217, 1.566, -1.079], [-1.687, 1.565, -0.554], [-3.247, 0.960, -0.041], [2.534, 0.027, 1.115], [2.100, -0.587, 1.136]], "lumo_energy_ev": -0.1, "smiles": "[H]/N=C(/N=C)C(N)=O.[H][H]"}

(8)
{"formula": "C3H7N3O", "method": "ωB97M-V/def2-TZVPD", "species": ["H", "N", "C", "N", "C", "O", "N", "C", "H", "H", "H", "H", "H", "H"], "positions_angstrom": [[2.241, 2.851, -2.027], [2.282, 2.071, -1.375], [1.128, 1.560, -1.240], [0.944, 0.480, -0.397], [-0.317, -0.048, -0.131], [-1.323, 0.370, -0.681], [-0.311, -1.064, 0.782], [-1.546, -1.632, 1.277], [0.199, 1.869, -1.724], [1.770, 0.160, 0.089], [0.549, -1.307, 1.246], [-2.358, -1.217, 0.679], [-1.712, -1.371, 2.329], [-1.546, -2.722, 1.174]], "lumo_energy_ev": 0.8, "smiles": "[H]/N=C/NC(=O)NC"}

(9)
{"formula": "C3H7N3O", "method": "ωB97M-V/def2-TZVPD", "species": ["C", "N", "C", "N", "C", "N", "O", "H", "H", "H", "H", "H", "H", "H"], "positions_angstrom": [[-0.277, -1.233, 2.655], [-0.060, -0.801, 1.113], [1.070, -0.225, 0.727], [0.983, -0.061, -0.741], [-0.214, 0.535, -1.293], [-1.397, 0.125, -0.865], [0.132, 1.612, -2.121], [-0.863, -2.005, 2.704], [-1.010, -0.259, 3.018], [0.739, -1.274, 3.026], [2.070, -0.250, 1.467], [1.748, 0.811, -1.165], [-1.818, -0.162, 0.106], [-2.086, 0.947, -1.277]], "lumo_energy_ev": 0.7, "smiles": "C/N=C/NC(N)=O"}

(10)
{"formula": "C3H7N3O", "method": "ωB97M-V/def2-TZVPD", "species": ["C", "N", "C", "N", "C", "N", "O", "H", "H", "H", "H", "H", "H", "H"], "positions_angstrom": [[1.609, 0.931, -0.581], [1.394, -0.105, 0.151], [0.242, -0.853, 0.091], [0.369, -2.250, 0.331], [-1.048, -0.395, -0.047], [-1.143, 1.207, 0.012], [-2.157, -0.915, 0.057], [2.502, 1.530, -0.406], [0.967, 1.227, -1.423], [-0.401, -2.573, 0.912], [1.252, -2.428, 0.797], [-0.271, 1.650, 0.329], [-1.404, 1.607, -0.890], [-1.910, 1.367, 0.668]], "lumo_energy_ev": [0.3, 0.3], "smiles": "C=N/C(N)=C(\\[NH3+])[O-]"}

(11)
{"formula": "C3H7N3O2", "method": "ωB97M-V/def2-TZVPD", "species": ["C", "N", "C", "N", "C", "O", "N", "O", "H", "H", "H", "H", "H", "H", "H"], "positions_angstrom": [[1.309, 1.739, -0.243], [0.279, 0.770, 0.041], [0.145, -0.958, 0.484], [0.846, -1.761, -0.417], [-0.996, 0.808, -0.197], [-2.626, -0.830, 0.372], [-1.383, -0.480, -0.191], [0.173, -1.141, 1.686], [-2.374, -1.280, 1.203], [1.049, -2.670, -0.024], [0.409, -1.836, -1.326], [-1.609, 1.666, -0.463], [0.904, 2.656, -0.676], [1.826, 1.990, 0.684], [2.048, 1.327, -0.936]], "lumo_energy_ev": 0.8}

(12)
{"formula": "C3H7N3O2", "method": "ωB97M-V/def2-TZVPD", "species": ["H", "N", "C", "N", "C", "O", "C", "N", "O", "H", "H", "H", "H", "H", "H"], "positions_angstrom": [[1.657, -1.949, 0.373], [2.367, -1.557, -0.279], [1.910, -0.398, -0.574], [0.665, 0.154, -0.196], [0.661, 1.499, 0.186], [0.060, -0.622, 0.824], [-1.289, -0.706, 0.598], [-1.858, -0.140, -0.393], [-3.215, -0.587, -0.422], [2.455, 0.248, -1.264], [-0.363, 1.768, 0.464], [1.098, 2.120, -0.604], [1.194, 1.631, 1.149], [-1.792, -1.357, 1.295], [-3.551, -0.105, -1.155]], "lumo_energy_ev": 0.9, "smiles": "[H]/N=C\\N(C)O/C=N/O"}

Table of energy (a.u.), in record order: -357.9190, -357.8420, -357.9257, -357.8062, -358.0434, -357.9105, -357.9696, -358.0462, -357.8547, -357.9403, -433.1510, -433.1138